No. 1
{
  "formula": "C15H21O",
  "method": "ωB97M-V/def2-TZVPD",
  "energy_ha": -659.0645,
  "e_above_lowest_kcal_mol": 11.0,
  "max_force_ha_per_bohr": 0.0589,
  "charge": 1,
  "species": ["C", "C", "C", "C", "C", "C", "H", "H", "H", "H", "H", "H", "H", "H", "H", "H", "C", "O", "C", "C", "C", "C", "C", "C", "C", "C", "H", "H", "H", "H", "H", "H", "H", "H", "H", "H", "H"],
  "coordinates": [[1.45915, -5.37630, 0.59693], [0.32739, -4.43236, 0.75254], [0.21601, -3.31353, -0.01786], [-0.90868, -2.45000, 0.04913], [-0.88415, -1.13367, -0.38668], [-2.20772, -0.45390, -0.55232], [1.42268, -6.15448, 1.36539], [1.44532, -5.86628, -0.39161], [2.41409, -4.83009, 0.67783], [-0.43505, -4.65398, 1.49437], [0.99288, -3.10949, -0.77741], [-1.82789, -2.84895, 0.55422], [-0.04692, -0.79754, -0.99493], [-2.20164, 0.24149, -1.39468], [-2.95940, -1.25501, -0.72335], [-2.54274, 0.11294, 0.32989], [1.30869, -0.93183, 2.25124], [1.25003, -0.05412, 1.12707], [-0.00317, 0.40461, 0.88384], [-0.01389, 1.64827, 0.19863], [-1.07681, 2.54658, 0.35993], [-1.06462, 3.73043, -0.38275], [0.01492, 4.00622, -1.24810], [-0.04050, 5.21863, -2.13498], [1.09567, 3.12156, -1.33215], [1.09649, 1.93576, -0.60136], [2.20161, -1.55707, 2.13205], [1.36812, -0.29457, 3.14999], [0.39408, -1.54217, 2.31294], [-0.76667, 0.12530, 1.59639], [-1.85844, 2.34540, 1.10639], [-1.89384, 4.44860, -0.31790], [0.86526, 5.24604, -2.76603], [-0.92934, 5.12717, -2.78520], [-0.11624, 6.16257, -1.56407], [1.94475, 3.36342, -1.99235], [1.96058, 1.27033, -0.57506]],
  "forces_ev_per_angstrom": [[0.5002, -0.3178, 0.2516], [-0.1696, 0.9583, -1.0589], [0.6290, -1.3528, 0.1009], [-0.0879, 1.3824, 0.8220], [-0.4793, -0.9926, -0.3338], [-1.0394, -0.2204, -0.1527], [0.1658, 0.1266, -0.2086], [-0.0643, 0.2046, 0.3330], [-0.2503, -0.3134, -0.0382], [-0.0766, 0.0343, -0.1150], [-0.3646, 0.0181, 0.5652], [0.8322, 0.4900, -0.5163], [-0.0948, -0.3355, -0.1133], [-0.0949, -0.1588, 0.0572], [0.2250, 0.8316, -0.0586], [0.1035, -0.1406, -0.1771], [0.0896, -0.1894, 0.6768], [-2.1135, 0.0852, -0.2660], [2.5833, -0.3774, 1.5351], [-0.2687, -0.2713, -0.3431], [-0.2145, 0.7123, -0.3188], [0.1161, -0.3495, 0.2582], [-0.5384, -0.0150, 0.0319], [0.2081, 0.0489, -0.2220], [0.4428, -0.4465, 0.0525], [0.1310, 1.0166, -0.4113], [-0.3535, 0.2124, 0.1427], [0.1569, -0.4304, -0.2436], [0.3852, 0.0413, -0.1211], [-0.0696, 0.1128, 0.0725], [0.2462, 0.0394, -0.5842], [0.4446, -0.3755, 0.0732], [-0.5063, 0.1810, 0.2240], [0.3944, 0.2064, 0.2118], [0.0055, -0.4799, -0.2400], [-0.5092, -0.1210, 0.4417], [-0.3636, 0.1856, -0.3277]]
}

No. 2
{
  "formula": "C15H22As3F18N3O",
  "method": "ωB97M-V/def2-TZVPD",
  "energy_ha": -9329.3620,
  "max_force_ha_per_bohr": 0.0516,
  "species": ["C", "C", "O", "N", "H", "H", "C", "H", "H", "H", "H", "H", "H", "C", "N", "C", "C", "C", "C", "C", "C", "C", "C", "N", "C", "C", "C", "H", "H", "H", "H", "H", "H", "H", "H", "H", "H", "H", "H", "H", "H", "As", "F", "F", "F", "F", "F", "F", "As", "F", "F", "F", "F", "F", "F", "As", "F", "F", "F", "F", "F", "F"],
  "coordinates": [[0.00712, 2.06513, 4.21094], [1.00603, 1.37696, 3.31395], [1.06676, 0.19871, 3.21819], [1.86653, 2.23091, 2.43647], [1.40868, 3.13384, 2.22963], [2.74416, 2.43850, 2.94532], [2.22788, 1.51141, 1.13503], [-0.75360, 1.32936, 4.45822], [-0.50301, 2.97819, 3.91877], [0.63455, 2.30774, 5.08007], [3.06234, 0.94896, 1.55413], [2.56317, 2.09114, 0.28503], [1.55966, 0.71237, 0.82326], [-5.62188, -4.01688, -7.35132], [-4.74310, -3.67889, -6.20151], [-5.01310, -2.58178, -5.45589], [-4.31548, -2.32098, -4.28780], [-3.40537, -3.27266, -3.81943], [-3.17266, -4.36136, -4.61895], [-3.87532, -4.60465, -5.78922], [-2.58162, -2.98631, -2.61616], [-3.20347, -2.37200, -1.52584], [-2.50514, -2.07925, -0.37579], [-1.15441, -2.27477, -0.38938], [-0.54226, -2.82301, -1.43331], [-1.21392, -3.09936, -2.62099], [-0.38760, -2.06750, 0.88274], [-4.93815, -3.94147, -8.20044], [-6.39407, -3.26750, -7.48237], [-5.99336, -5.03427, -7.29791], [-5.70148, -1.84612, -5.84429], [-4.45129, -1.37308, -3.78680], [-2.43864, -5.08564, -4.28572], [-3.61630, -5.49356, -6.34538], [-4.27828, -2.25100, -1.53273], [-2.96393, -1.75713, 0.54633], [0.49801, -3.06892, -1.26420], [-0.72438, -3.44158, -3.52179], [-0.80576, -1.30266, 1.53523], [0.61373, -1.73033, 0.62883], [-0.42416, -3.02598, 1.39470], [6.12105, 2.71224, 0.86379], [5.07475, 1.44163, 0.31767], [4.73873, 3.36710, 1.75293], [7.15114, 3.98832, 1.51107], [7.41506, 2.06881, -0.11987], [5.63145, 3.68380, -0.50867], [6.60190, 1.65246, 2.20864], [-0.76754, 4.43444, 0.94991], [-0.77214, 6.17642, 0.82266], [-1.84968, 4.40423, -0.42874], [-0.67365, 2.67236, 1.18410], [0.36552, 4.47376, 2.36592], [-2.17255, 4.51030, 2.00519], [0.55584, 4.29344, -0.17583], [4.15891, 1.71196, 6.10031], [5.71371, 0.89524, 5.99264], [3.78235, 1.61167, 4.37204], [2.66063, 2.66324, 6.26646], [4.38130, 1.71336, 7.84596], [4.98221, 3.20517, 5.81331], [3.36416, 0.15545, 6.31087]],
  "forces_ev_per_angstrom": [[0.7438, -0.0801, 0.4871], [-1.6251, 1.1065, -0.2712], [0.3660, -0.8679, -0.3664], [-0.3594, 0.1676, -1.3915], [-0.1615, -0.0775, 0.3923], [0.1899, -0.0964, 0.0097], [1.5811, -1.3897, 1.6179], [0.2273, -0.1248, 0.2479], [0.5093, 0.0249, -0.6139], [-0.3246, -0.0151, 0.3229], [0.4612, -0.0894, -0.9648], [-0.1200, 0.7306, 0.5152], [-0.8374, 0.6172, 0.3454], [1.2557, 0.5426, -0.9833], [-1.7758, -0.5893, 0.5102], [0.9309, 0.3257, 0.2489], [-0.2502, -0.3565, -0.3213], [0.2188, 1.1693, -0.2980], [0.3052, -1.3046, -0.0421], [1.2739, 0.7130, 1.2237], [-0.7297, 1.2913, -0.1090], [-0.4823, -0.6156, 0.6294], [0.8278, -0.1561, -0.9654], [-1.1185, -0.0226, 1.0905], [0.4806, 0.1165, -0.4632], [0.1308, -0.5723, 0.3989], [0.1258, -0.0442, -0.0455], [-0.3786, -0.1421, -0.2690], [-0.1210, -0.1212, 0.2402], [-0.1437, 0.0882, 0.3332], [-0.1812, -0.2420, -0.1887], [-0.1834, -0.0305, 0.0366], [-0.0710, -0.1235, -0.2000], [-0.5856, 0.1116, -0.4651], [0.0040, 0.0869, 0.1357], [0.1163, 0.3116, -0.0297], [0.1164, 0.2846, -0.2938], [0.4184, -0.1306, 0.2863], [-0.3637, 0.0609, -0.3528], [0.0965, -0.2837, 0.0606], [0.3858, 0.0377, 0.1248], [0.9850, 0.3459, 1.0209], [-0.3597, -0.4837, -0.3578], [0.2772, -0.2953, -0.0050], [-0.6578, -0.7140, -0.5791], [-0.1811, 0.1479, 0.3091], [0.1138, -0.0650, 0.3452], [-0.4540, 0.8683, -0.8969], [-0.3163, 1.2283, -0.1020], [0.3620, -0.8651, 0.3918], [0.1607, -0.7467, 0.4678], [-0.4885, 0.2284, -0.3883], [-0.7573, 0.4625, -1.0281], [0.8978, -0.3489, -0.2476], [-0.1022, -0.0378, 0.6731], [0.8173, -0.2186, 1.0371], [-0.9550, 0.1901, -0.4932], [0.0576, -0.2020, 0.0370], [0.2765, -0.8180, 0.0056], [-0.2593, 0.5602, -0.6667], [-0.1904, -0.1876, 0.2516], [-0.1789, 0.6399, -0.3973]]
}

No. 3
{
  "formula": "C15H22As5F30N3O",
  "method": "ωB97M-V/def2-TZVPD",
  "energy_ha": -14999.6026,
  "e_above_lowest_kcal_mol": 38.0,
  "max_force_ha_per_bohr": 0.0901,
  "charge": -2,
  "species": ["C", "C", "O", "N", "H", "H", "C", "H", "H", "H", "H", "H", "H", "C", "N", "C", "C", "C", "C", "C", "C", "C", "C", "N", "C", "C", "C", "H", "H", "H", "H", "H", "H", "H", "H", "H", "H", "H", "H", "H", "H", "As", "F", "F", "F", "F", "F", "F", "As", "F", "F", "F", "F", "F", "F", "As", "F", "F", "F", "F", "F", "F", "As", "F", "F", "F", "F", "F", "F", "As", "F", "F", "F", "F", "F", "F"],
  "coordinates": [[-0.89344, -1.97408, 1.27116], [-0.40399, -3.04691, 0.27657], [0.74928, -3.51310, 0.31279], [-1.23891, -3.23036, -1.03974], [-1.23058, -4.23123, -1.17493], [-2.19547, -2.93539, -0.90531], [-0.62392, -2.57249, -2.25534], [-1.83607, -1.61076, 0.86185], [-0.13443, -1.20759, 1.42765], [-1.21930, -2.39236, 2.22350], [0.18802, -1.88275, -2.02486], [-1.46662, -1.93981, -2.53403], [-0.24827, -3.19524, -3.06723], [0.97830, 8.69656, 5.61231], [1.27269, 7.53684, 4.85150], [0.65438, 6.36492, 5.21685], [0.97306, 5.21272, 4.56741], [1.96561, 5.19485, 3.58702], [2.49132, 6.48601, 3.21189], [2.13216, 7.62583, 3.82002], [2.30778, 3.93698, 2.89338], [2.58215, 2.77219, 3.54202], [2.90666, 1.55046, 2.94623], [2.98376, 1.60604, 1.55261], [2.66600, 2.70781, 0.84423], [2.32072, 3.90956, 1.52463], [3.35395, 0.40462, 0.81181], [-0.09790, 8.85321, 5.53927], [1.42163, 9.61560, 5.22901], [1.25308, 8.48227, 6.64511], [0.21898, 6.41640, 6.20387], [0.64765, 4.28305, 5.01038], [3.36517, 6.55746, 2.58127], [2.46592, 8.59804, 3.48862], [2.72165, 2.82024, 4.61190], [2.98863, 0.54921, 3.34270], [2.90338, 2.70337, -0.20935], [2.15327, 4.80342, 0.94209], [4.14274, -0.24607, 1.18932], [3.81865, 0.84284, -0.07144], [2.42752, -0.13552, 0.61675], [-5.20378, -3.25026, 0.14477], [-6.70651, -2.46588, -0.42036], [-5.68286, -4.82370, -0.55577], [-3.75298, -4.00102, 0.90659], [-4.69436, -1.63181, 0.74922], [-6.05103, -3.58223, 1.64890], [-4.31047, -2.82200, -1.33457], [-1.25928, -7.23646, -2.05036], [-0.42515, -5.73894, -1.69421], [0.23574, -8.14501, -2.68495], [-2.18620, -8.67719, -2.35871], [-2.69951, -6.41463, -1.36772], [-1.70799, -6.59143, -3.59763], [-0.76767, -7.79636, -0.37564], [-0.51281, 1.61119, -1.54646], [-1.09580, 0.01804, -1.09005], [0.00296, 1.94611, 0.15052], [-0.15634, 3.28099, -2.06095], [-1.07416, 1.29671, -3.21758], [-2.22401, 2.21920, -1.21322], [1.07784, 0.93196, -1.89286], [4.21252, -1.57717, -3.13481], [4.45067, -0.84905, -4.68166], [4.22452, -3.17838, -3.97922], [3.96438, -2.53358, -1.56877], [3.96015, 0.13299, -2.41633], [2.46552, -1.46613, -3.40009], [5.99458, -1.72337, -2.83416], [-4.18929, -3.03464, -5.36467], [-2.58417, -3.21462, -4.70379], [-3.65706, -2.08283, -6.70129], [-5.89687, -2.73282, -6.03099], [-4.76687, -4.19615, -4.09534], [-4.39699, -1.56810, -4.34971], [-4.05195, -4.52027, -6.35162]],
  "forces_ev_per_angstrom": [[-1.2920, -1.2396, -0.8439], [4.1721, 0.2178, -0.5803], [-4.4725, 1.1845, -0.2056], [2.1608, -0.2503, 1.8437], [-0.1858, -1.1717, -0.3712], [-0.7471, 0.1430, -0.0481], [-0.5381, 1.6454, -0.2141], [0.1905, 0.7111, 0.0304], [-0.1176, -0.1290, -0.3018], [0.4079, -0.3893, 0.0223], [-0.0396, -0.2850, 0.5784], [0.3710, -0.1109, -0.9292], [-0.6476, -0.6432, 0.5546], [-1.2910, 1.2634, 0.9967], [-0.4208, -1.0943, -0.8886], [2.0020, 1.5494, 0.1689], [0.6814, -0.8859, 0.4939], [-0.3274, 1.9783, -0.4902], [1.0706, -2.8958, -0.5232], [-1.1240, -0.0443, 0.7041], [0.0740, 0.7257, -1.1396], [1.0818, -2.4957, 2.2906], [-1.0184, 2.2978, -2.9178], [-0.3857, 0.1613, 1.9988], [0.5992, 0.8082, 1.5493], [0.4346, -0.9019, -1.4413], [0.3706, 0.0687, -1.5619], [-0.0439, 0.1115, 0.3355], [0.3921, -0.3995, 0.0543], [0.0239, 0.4690, 0.0129], [-0.7241, -0.1340, -0.2784], [-0.4677, -0.1180, -0.3302], [-0.2687, -0.2263, -0.6180], [0.1380, 0.0357, 0.3549], [-0.4358, -0.2091, 0.2977], [0.3424, 0.2775, 0.4715], [-0.5371, -0.2912, -0.2246], [-0.2067, -0.1170, -0.1839], [-0.3143, 0.2957, 0.9352], [-0.5005, -0.8164, -0.6893], [0.2089, -0.1334, -0.4622], [-0.6376, 0.1281, -0.7913], [1.2068, -0.7291, 0.1340], [0.4965, 1.7275, 0.8851], [-0.5911, 0.7786, -0.7981], [-0.0617, -1.1484, 0.0797], [0.3374, 0.0363, -0.3276], [-0.3006, -0.5901, 1.2202], [-0.3475, -0.9238, 0.8535], [0.7846, -0.0839, -0.1761], [-1.8046, 1.6361, 0.7146], [0.3278, 0.2533, 0.3449], [1.1123, -0.8922, -0.1959], [0.7356, -0.4931, 0.3564], [-0.5982, 0.4069, -1.7477], [-3.5889, -0.3412, -2.4285], [0.6734, 0.8451, 0.3897], [0.1579, 0.1215, -0.6284], [0.7063, -0.9844, 0.9038], [1.0220, 0.2847, 1.6270], [2.3123, -0.4485, 0.2843], [-0.7640, 1.0481, 0.6135], [-1.4287, -2.0754, 0.0011], [0.5628, 0.3359, 0.3514], [0.2322, 1.5676, 1.0077], [0.3170, 1.9874, -1.4763], [1.2773, -1.9186, 0.0857], [1.0970, -0.3986, 0.5258], [-1.8162, 0.8255, -0.0721], [-2.2928, -1.2675, 1.0947], [-0.2260, 0.1566, -0.4961], [0.4781, 0.1001, -0.0154], [1.6531, -0.6168, 0.9610], [0.1531, 1.8501, -1.1035], [0.0861, -1.3697, -0.8141], [0.1130, 1.2296, 0.1864]]
}

No. 4
{
  "formula": "C15H22AsF6N3O",
  "method": "ωB97M-V/def2-TZVPD",
  "energy_ha": -3658.7605,
  "max_force_ha_per_bohr": 0.1437,
  "charge": 2,
  "species": ["C", "C", "O", "N", "H", "H", "C", "H", "H", "H", "H", "H", "H", "C", "N", "C", "C", "C", "C", "C", "C", "C", "C", "N", "C", "C", "C", "H", "H", "H", "H", "H", "H", "H", "H", "H", "H", "H", "H", "H", "H", "As", "F", "F", "F", "F", "F", "F"],
  "coordinates": [[-4.06714, -0.99006, -3.00860], [-5.42239, -1.44853, -2.55103], [-6.33985, -1.79986, -3.37917], [-5.73457, -1.35075, -1.03524], [-6.40324, -2.06641, -0.78863], [-5.02588, -1.69907, -0.40553], [-6.19806, 0.07087, -0.69721], [-3.24508, -1.64450, -2.71869], [-3.75845, 0.00876, -2.70012], [-4.23005, -0.90678, -4.08313], [-6.21354, 0.26966, 0.37440], [-7.23483, 0.25443, -0.97920], [-5.43469, 0.70441, -1.14887], [5.19288, 5.95281, 1.07964], [4.53272, 4.63044, 0.95547], [4.74687, 3.72616, 1.96332], [4.10348, 2.49583, 1.92374], [3.44625, 2.11094, 0.76517], [3.25537, 3.04257, -0.27002], [3.72060, 4.38133, -0.11394], [2.88950, 0.72245, 0.61193], [3.65430, -0.37814, 0.91497], [3.09628, -1.67629, 0.83194], [1.78266, -1.86492, 0.56318], [0.98064, -0.81380, 0.29725], [1.49891, 0.49902, 0.38611], [1.25511, -3.24538, 0.69192], [5.20659, 6.53937, 0.16103], [6.23461, 5.77378, 1.34578], [4.72476, 6.50013, 1.89781], [5.30165, 4.14769, 2.78851], [4.11311, 1.80451, 2.75344], [2.88123, 2.69530, -1.22176], [3.59747, 5.21556, -0.78871], [4.71654, -0.34233, 1.10672], [3.61261, -2.62419, 0.86793], [-0.08315, -0.98410, 0.22144], [0.87406, 1.36394, 0.21918], [0.22475, -3.33731, 0.34839], [1.41478, -3.42952, 1.75432], [1.87695, -3.94668, 0.13551], [-2.78749, -4.02785, 0.12944], [-3.81611, -4.62556, -1.20221], [-4.12946, -2.93740, 0.56132], [-1.77318, -3.57873, 1.57125], [-1.50483, -5.14691, -0.42596], [-2.05140, -2.75207, -0.82219], [-3.48133, -5.29281, 1.11909]],
  "forces_ev_per_angstrom": [[-0.4366, 0.2388, -0.3277], [-3.8753, -1.3344, -3.9462], [4.6517, 1.7834, 5.4552], [-1.2525, 0.3863, -0.7848], [-1.2603, -0.1486, -0.4479], [1.7635, 0.1333, 0.1766], [0.3130, -0.3748, 0.4260], [-0.2448, -0.3798, -0.1040], [-0.4165, 0.0988, 0.4800], [0.5453, -0.3557, -0.0367], [0.4659, -0.5616, 0.0877], [0.3623, -0.1954, -0.7896], [-0.5531, 0.2499, -0.0976], [0.4994, 0.1283, 0.5275], [-0.6030, -0.2714, -0.3598], [-1.3113, 0.5052, -0.8349], [0.5866, 0.3276, 0.1217], [-0.6467, 0.3223, -1.1811], [0.8318, 1.1413, 0.3897], [0.9251, -2.1057, 1.0792], [-1.5813, 0.1219, 0.9059], [0.1996, -2.3098, -0.5167], [-0.6282, 0.9871, -0.5794], [0.3773, 0.9048, -0.5031], [0.6930, 1.4437, 1.1860], [1.0119, -0.7200, -0.7137], [0.3092, -0.2140, 0.2280], [-0.4140, -0.3377, 0.0023], [-0.0503, -0.0264, 0.0042], [-0.0655, 0.0755, -0.1854], [0.1804, -0.4211, 0.1227], [0.3868, 0.1476, 0.1891], [-0.4661, 0.3237, 0.0026], [-0.1274, -0.2522, -0.2485], [0.0577, 0.2204, 0.0805], [0.5644, 0.2709, 0.4776], [-0.0233, -0.2907, -0.3100], [-0.3063, -0.1820, 0.0038], [0.0931, 0.1967, 0.3283], [-0.6772, -0.4930, -0.0608], [0.0488, 0.2313, -0.1435], [0.0873, -3.7093, 0.5566], [0.9379, 1.2614, 0.6767], [0.6196, 0.3066, -0.0095], [-0.9515, 0.2919, -1.6967], [-0.7709, 1.3810, 0.5478], [-0.2398, 0.1425, 0.2532], [0.3905, 1.0613, -0.4315]]
}